[1]
{"formula": "C21H17Br34NO4", "method": "the ωB97M-V functional and the def2-TZVPD basis", "orbital_gap_ha": 0.290, "e_homo_ev": -9.383, "largest_force_ev_per_a": 5.94, "charge": 0, "elements": ["O", "C", "Br", "C", "C", "C", "O", "C", "C", "C", "C", "C", "O", "N", "C", "O", "H", "H", "H", "H", "H", "H", "C", "Br", "Br", "Br", "H", "C", "Br", "Br", "Br", "H", "C", "Br", "Br", "Br", "H", "C", "Br", "Br", "Br", "H", "C", "Br", "Br", "Br", "H", "C", "Br", "Br", "Br", "H", "C", "Br", "Br", "Br", "H", "C", "Br", "Br", "Br", "H", "C", "Br", "Br", "Br", "H", "C", "Br", "Br", "Br", "H", "C", "Br", "Br", "Br", "H"], "xyz": [[4.5989, -2.9938, 0.5587], [4.3201, -1.9770, -0.1308], [5.4064, -0.3468, 0.2488], [3.1095, -2.0196, -1.2249], [2.0129, -3.0191, -0.5719], [2.1804, -4.5761, -0.5688], [3.3783, -5.0830, -1.1979], [1.1243, -5.5010, 0.1127], [-0.1453, -4.9165, 0.8242], [-0.3091, -3.3765, 0.7942], [0.7400, -2.4190, 0.1055], [0.2008, -0.9158, 0.2845], [0.7497, 0.1967, 0.1130], [-1.2239, -1.1273, 0.6954], [-1.4173, -2.4068, 1.4127], [-2.2623, -2.5778, 2.3170], [2.6390, -0.9800, -1.3902], [3.4515, -2.3858, -2.2496], [3.0969, -5.2312, -2.1331], [1.3269, -6.6402, 0.1041], [-0.9206, -5.5642, 1.3622], [-1.6344, -1.3519, -0.2425], [-2.3506, 1.4646, 3.6456], [-4.0704, 2.1835, 3.1084], [-0.8769, 2.4478, 2.8545], [-2.1878, 1.3516, 5.5758], [-2.2972, 0.4464, 3.2608], [-0.7369, -2.0907, -3.8075], [1.0054, -1.7010, -4.5679], [-0.5958, -2.7424, -1.9808], [-1.9383, -0.5732, -3.9416], [-1.1720, -2.8947, -4.4023], [3.8760, 2.3880, -2.9413], [3.0220, 3.4087, -4.3529], [2.6000, 1.7947, -1.6074], [4.9183, 0.9114, -3.6480], [4.5727, 3.0587, -2.4403], [-0.7370, 4.8291, 6.2619], [1.0095, 5.2256, 5.5165], [-0.6132, 4.1727, 8.0833], [-1.9418, 6.3433, 6.1211], [-1.1640, 4.0256, 5.6624], [0.9206, -9.7567, 1.4726], [-0.3361, -10.9483, 2.3463], [1.6431, -10.5341, -0.1508], [0.1502, -8.0045, 1.1497], [1.7553, -9.6158, 2.1576], [-1.4997, -2.2091, -7.7689], [-2.7742, -3.3803, -6.8910], [-0.7810, -3.0065, -9.3846], [-2.2484, -0.4515, -8.1018], [-0.6648, -2.0744, -7.0818], [-7.2317, 3.7410, 5.3562], [-7.8341, 3.9501, 3.5233], [-5.7720, 4.9470, 5.7785], [-8.6944, 3.9091, 6.6194], [-6.8447, 2.7273, 5.4503], [3.6735, 5.3391, 2.4782], [2.0988, 4.3119, 2.0024], [3.9332, 5.4104, 4.3994], [5.2580, 4.6996, 1.5594], [3.5010, 6.3604, 2.1418], [-3.3899, 3.7416, -7.3897], [-4.6592, 2.5645, -6.5142], [-2.6716, 2.9494, -9.0084], [-4.1435, 5.4979, -7.7200], [-2.5551, 3.8768, -6.7037], [6.7589, 8.5293, 6.0247], [5.9016, 9.5515, 4.6163], [5.4827, 7.9235, 7.3538], [7.8094, 7.0620, 5.3133], [7.4508, 9.2011, 6.5302], [-4.9317, -2.8972, -3.0490], [-5.5447, -2.8333, -1.2101], [-3.7068, -4.3718, -3.3483], [-6.4100, -2.9228, -4.3040], [-4.3745, -1.9790, -3.2314]], "forces_ev_per_angstrom": [[-1.3, 4.8, -3.2], [0.5, -4.4, 2.1], [-0.9, -0.8, -0.6], [-0.8, -0.1, 1.1], [-1.6, -1.3, 1.7], [-2.1, 2.4, 1.3], [-3.0, 0.6, 0.2], [0.0, 3.3, -0.3], [3.0, 2.6, -1.8], [2.4, -0.5, -0.6], [1.3, -3.5, 1.5], [1.3, 0.6, -0.1], [-2.3, -4.7, 0.6], [0.3, 0.3, -0.3], [-0.2, -1.2, 1.4], [3.2, 0.5, -3.6], [0.8, -1.6, 0.5], [-0.1, 0.3, 1.6], [0.5, 0.0, 0.9], [-0.1, 3.0, -0.4], [1.3, 1.1, -1.0], [-0.3, 0.8, 0.8], [0.0, -0.2, -0.2], [0.3, -0.1, 0.1], [-0.3, -0.1, 0.3], [0.0, 0.1, -0.3], [0.0, 0.3, 0.1], [-0.5, -0.3, -0.3], [-0.3, 0.0, 0.2], [-0.8, 0.2, -2.5], [0.3, -0.2, 0.0], [0.1, 0.2, 0.1], [0.0, 0.1, 0.2], [0.1, -0.2, 0.2], [0.2, 0.1, -0.4], [-0.2, 0.2, 0.1], [-0.2, -0.2, -0.2], [0.0, -0.1, -0.1], [-0.7, -0.1, 0.4], [0.0, 0.1, -0.3], [0.2, -0.2, 0.1], [0.1, 0.2, 0.2], [0.0, -0.2, 0.2], [0.2, 0.2, -0.2], [-0.2, 0.2, 0.3], [-0.5, -2.0, 0.8], [-0.2, 0.0, -0.2], [0.1, 0.1, 0.0], [0.2, 0.2, -0.1], [-0.2, 0.1, 0.3], [0.2, -0.4, 0.1], [-0.2, 0.0, -0.2], [0.1, -0.1, 0.1], [0.1, 0.0, 0.3], [-0.3, -0.2, -0.1], [0.3, 0.0, -0.3], [-0.1, 0.3, 0.0], [-0.1, 0.1, 0.0], [0.4, 0.1, 0.0], [0.4, 0.0, -0.5], [-0.3, 0.1, 0.2], [0.1, -0.3, 0.1], [0.1, 0.1, 0.1], [0.2, 0.2, -0.2], [-0.2, 0.2, 0.3], [0.1, -0.4, 0.0], [-0.2, 0.0, -0.2], [0.1, 0.0, 0.0], [0.1, -0.2, 0.2], [0.2, 0.1, -0.3], [-0.3, 0.3, 0.1], [-0.2, -0.2, -0.1], [-0.1, 0.2, 0.0], [0.2, -0.1, -0.4], [-0.3, 0.2, 0.1], [0.3, 0.0, 0.3], [-0.1, -0.3, 0.0]]}



[2]
{"formula": "C2H4N4", "method": "the ωB97M-V functional and the def2-TZVPD basis", "orbital_gap_ha": 0.303, "e_homo_ev": -8.787, "largest_force_ev_per_a": 0.62, "e_above_lowest_ev": 4.666, "charge": 0, "elements": ["N", "C", "C", "N", "N", "N", "H", "H", "H", "H"], "xyz": [[-1.4796, 0.1231, 0.3745], [-0.1645, 0.2074, -0.1383], [0.8627, 1.2309, 0.2333], [2.0216, 0.5030, 0.2753], [1.8156, -0.8016, 0.0839], [0.5713, -1.0309, -0.1296], [-2.1877, 0.3269, -0.3126], [-1.5985, 0.8311, 1.0824], [-0.0867, 0.5883, -1.1874], [0.2458, -1.9784, -0.2816]], "forces_ev_per_angstrom": [[-0.5, 0.3, 0.1], [0.2, 0.2, -0.4], [0.2, -0.5, 0.3], [0.0, 0.2, 0.0], [-0.4, 0.0, -0.1], [0.5, 0.1, 0.1], [0.0, -0.2, -0.3], [0.1, 0.0, 0.3], [-0.1, -0.2, -0.1], [0.1, 0.2, 0.0]]}



[3]
{"formula": "C19H23N6SSbZn", "method": "the ωB97M-V functional and the def2-TZVPD basis", "orbital_gap_ha": 0.347, "e_homo_ev": -15.048, "largest_force_ev_per_a": 0.34, "e_above_lowest_ev": 0.081, "charge": 2, "elements": ["Zn", "C", "C", "C", "C", "C", "C", "N", "Sb", "C", "C", "C", "C", "C", "C", "N", "C", "C", "C", "C", "C", "C", "N", "H", "H", "H", "H", "H", "H", "H", "H", "H", "H", "H", "H", "H", "H", "H", "H", "H", "H", "N", "N", "C", "N", "S", "H", "H", "H", "H", "H"], "xyz": [[0.0494, 0.0278, -0.3944], [-1.1887, -3.1713, -1.0982], [-1.1861, -2.7642, 0.3448], [-1.5471, -3.6946, 1.3188], [-1.6864, -3.3083, 2.6310], [-1.5351, -1.9618, 2.9514], [-1.1688, -1.0789, 1.9579], [-0.9312, -1.4865, 0.6810], [-1.4142, 1.0055, 2.4176], [-2.2644, 1.4981, 0.4737], [-3.4136, 2.2622, 0.4541], [-3.9755, 2.6117, -0.7712], [-3.3761, 2.1859, -1.9374], [-2.2205, 1.4178, -1.8720], [-1.5021, 0.9388, -3.1010], [-1.6877, 1.0894, -0.6861], [0.5178, 1.7640, 1.8540], [1.1479, 2.5997, 2.7548], [2.2577, 3.3246, 2.3332], [2.6485, 3.2369, 1.0159], [1.9772, 2.3870, 0.1418], [2.3205, 2.3867, -1.3178], [0.9618, 1.6208, 0.5799], [-0.8154, -4.1877, -1.2187], [-0.6075, -2.5023, -1.7243], [-2.2216, -3.1667, -1.4559], [-1.7383, -4.7173, 1.0191], [-1.9549, -4.0297, 3.3925], [-1.7197, -1.6095, 3.9581], [-3.8728, 2.5843, 1.3794], [-4.8769, 3.2103, -0.8079], [-3.7928, 2.4402, -2.9028], [-2.1331, 1.0064, -3.9842], [-1.1900, -0.1030, -2.9907], [-0.6112, 1.5464, -3.2830], [0.7710, 2.7040, 3.7640], [2.7826, 3.9775, 3.0194], [3.4672, 3.8368, 0.6400], [3.3637, 2.6563, -1.4776], [1.7147, 3.1424, -1.8255], [2.1323, 1.4248, -1.7844], [3.0388, -0.7223, 0.7304], [3.0459, -2.0026, 0.1505], [2.4165, -2.2552, -0.9882], [2.5425, -3.4816, -1.4963], [1.5231, -1.0951, -1.9002], [3.7586, -0.1629, 0.2788], [3.2761, -0.8264, 1.7098], [3.6198, -2.7186, 0.5750], [3.1843, -4.1639, -1.1228], [2.1136, -3.6760, -2.3863]], "forces_ev_per_angstrom": [[0.2, -0.2, -0.2], [0.0, 0.0, 0.1], [0.1, 0.1, 0.0], [0.0, -0.1, -0.1], [0.0, 0.0, 0.1], [0.0, -0.1, 0.0], [0.0, -0.1, -0.2], [0.0, 0.1, 0.3], [-0.1, 0.2, 0.0], [0.1, -0.1, -0.3], [0.0, 0.0, 0.0], [-0.1, 0.0, 0.0], [-0.1, 0.0, -0.1], [0.2, -0.1, 0.0], [0.0, 0.0, 0.1], [0.0, 0.0, 0.2], [0.1, 0.1, -0.2], [0.0, 0.0, 0.0], [0.0, 0.0, 0.1], [0.1, 0.0, 0.0], [-0.1, -0.1, -0.1], [0.0, 0.0, 0.1], [-0.1, 0.1, 0.2], [0.0, 0.0, 0.0], [0.0, 0.0, 0.0], [0.0, 0.0, 0.0], [0.0, 0.0, 0.0], [0.0, 0.0, 0.0], [0.0, 0.0, 0.0], [0.0, 0.0, 0.0], [0.0, 0.0, 0.0], [0.0, 0.0, 0.0], [0.0, 0.0, 0.0], [0.0, 0.0, 0.0], [0.0, 0.0, 0.0], [0.0, 0.0, 0.0], [0.0, 0.0, 0.0], [0.0, 0.0, 0.0], [0.0, 0.0, 0.0], [0.0, 0.0, 0.0], [0.0, 0.0, 0.0], [0.0, -0.1, -0.2], [0.0, 0.1, 0.2], [-0.2, -0.1, -0.1], [0.0, 0.1, -0.1], [0.0, 0.0, 0.0], [0.1, 0.0, 0.1], [-0.1, 0.0, 0.0], [0.1, 0.0, -0.1], [0.0, 0.0, 0.0], [0.0, 0.0, 0.0]]}



[4]
{"formula": "C4H5NO2", "method": "the ωB97M-V functional and the def2-TZVPD basis", "smiles": "O=C1CCN=CO1", "orbital_gap_ha": 0.399, "e_homo_ev": -10.118, "largest_force_ev_per_a": 3.80, "e_above_lowest_ev": 2.346, "charge": 0, "elements": ["O", "C", "C", "C", "N", "C", "O", "H", "H", "H", "H", "H"], "xyz": [[0.8823, 0.7760, -2.3650], [0.4701, 0.4570, -1.3007], [0.6522, 0.8552, 0.1037], [-0.5888, 0.5059, 0.9073], [-0.3686, -0.9553, 1.0309], [-0.3896, -1.5115, -0.1234], [-0.4251, -0.8341, -1.2848], [1.0151, -0.2018, 0.6396], [1.1547, 1.8297, 0.2406], [-1.5681, 0.7024, 0.4576], [-0.5328, 0.9794, 1.8866], [-0.3014, -2.6029, -0.1924]], "forces_ev_per_angstrom": [[-0.6, -0.1, 1.3], [-0.4, -1.5, -0.5], [0.5, -0.9, 0.4], [-0.3, -0.2, 0.3], [-2.1, -0.7, -0.1], [-0.1, 0.1, 0.5], [1.0, 0.8, -0.1], [2.0, 2.9, -1.5], [-0.2, -0.8, 0.0], [0.2, 0.1, -0.1], [-0.1, -0.2, 0.0], [0.0, 0.4, -0.3]]}



[5]
{"formula": "C3H10N2", "method": "the ωB97M-V functional and the def2-TZVPD basis", "orbital_gap_ha": [0.173, 0.029], "spin_multiplicity": 2, "e_homo_ev": [-11.236, -11.236], "largest_force_ev_per_a": 4.18, "e_above_lowest_ev": 3.895, "charge": 1, "elements": ["C", "C", "H", "H", "H", "H", "N", "C", "N", "H", "H", "H", "H", "H", "H"], "xyz": [[-1.7018, 1.9821, 5.8648], [-2.9712, 1.6534, 5.5914], [-0.9683, 2.0062, 5.0651], [-1.4463, 2.1496, 6.9836], [-3.5318, 1.7857, 4.6335], [-3.6712, 1.3233, 6.2983], [2.4121, -2.1752, -4.4566], [2.0229, -0.8385, -3.7392], [0.5569, -0.4189, -3.7868], [1.7723, -2.2088, -5.1937], [2.1178, -2.8658, -3.8240], [2.3751, -1.0035, -2.6889], [2.6710, 0.0214, -4.0998], [0.2897, -0.0974, -2.8072], [0.0727, -1.3139, -3.8405]], "forces_ev_per_angstrom": [[2.2, 0.4, 2.2], [-3.0, 0.2, -2.2], [0.3, 0.0, 0.2], [0.0, 0.1, -2.1], [1.1, 0.2, 0.3], [-0.6, -0.9, 1.5], [0.0, 3.9, 1.5], [1.4, -0.2, 0.4], [0.9, -0.8, 1.6], [-0.9, -0.3, -1.9], [-0.3, -1.3, 1.0], [-0.4, 0.1, -0.7], [-0.9, -1.2, -0.1], [0.6, -0.3, -1.7], [-0.3, 0.1, -0.2]]}



[6]
{"formula": "C7H12", "method": "the ωB97M-V functional and the def2-TZVPD basis", "smiles": "CC[C@H]1C[C@H]2C[C@@H]12", "orbital_gap_ha": 0.394, "e_homo_ev": -9.488, "largest_force_ev_per_a": 0.33, "e_above_lowest_ev": 1.359, "charge": 0, "elements": ["C", "C", "C", "C", "C", "C", "C", "H", "H", "H", "H", "H", "H", "H", "H", "H", "H", "H", "H"], "xyz": [[2.4016, 0.4014, -0.6782], [1.1680, -0.4941, -0.7287], [0.2489, -0.2844, 0.4601], [-0.4978, 1.0684, 0.6776], [-1.7871, 0.2689, 0.9109], [-2.1365, -0.3953, -0.3818], [-1.0910, -1.0127, 0.5043], [3.0653, 0.2235, -1.5305], [2.9768, 0.2221, 0.2383], [2.1167, 1.4602, -0.6863], [0.6115, -0.3208, -1.6596], [1.4715, -1.5500, -0.7407], [0.7946, -0.5113, 1.3860], [-0.5470, 1.7167, -0.2085], [-0.1357, 1.6621, 1.5210], [-2.4704, 0.3839, 1.7423], [-3.0824, -0.9293, -0.4203], [-1.8663, 0.1001, -1.3155], [-1.2407, -2.0094, 0.9093]], "forces_ev_per_angstrom": [[0.1, 0.1, 0.0], [0.0, 0.0, -0.1], [0.1, -0.1, 0.0], [0.0, 0.1, 0.0], [-0.1, 0.2, 0.1], [-0.1, 0.0, -0.1], [0.1, -0.3, 0.1], [-0.1, 0.0, 0.1], [-0.1, 0.0, -0.1], [0.0, -0.1, 0.0], [0.1, 0.0, 0.1], [0.0, 0.1, 0.0], [0.0, 0.0, -0.1], [0.0, -0.1, 0.2], [0.0, -0.2, -0.1], [-0.1, 0.1, -0.2], [0.2, 0.0, 0.0], [0.0, -0.1, 0.2], [0.0, 0.2, 0.0]]}



In order of appearance, calculated total energy = -2413166.9516, -8094.6486, -94795.6294, -9811.9688, -6240.9344, -7452.0722 eV.